A single C19H17N3O3S molecule. Source: the OMol25 dataset; level of theory: ωB97M-V/def2-TZVPD.

Calculated values
**SMILES string**: Cc1ccc(S(=O)(=O)Nc2ccc(C(=O)Nc3ccncc3)cc2)cc1
**Relative energy (zero: lowest compared OMol25 entry of this formula, charge and spin)**: 42.0 kJ/mol
**HOMO**: -8.982 eV

```
! RIJCOSX wB97M-V def2-TZVPD def2/J DEFGRID3
* xyz 0 1
C 2.38 -1.60 -0.83
C -3.94 -3.42 1.01
H -2.17 2.36 -2.13
H -4.37 0.54 -1.40
O -2.20 3.04 1.16
C -0.69 1.35 -1.15
H -0.28 1.81 0.90
H -4.00 -3.66 2.06
H 6.41 1.20 2.30
C -0.01 1.19 0.06
H -2.58 -1.71 2.60
N -1.72 2.28 -1.23
C 4.54 2.24 -0.10
H -2.17 0.71 2.22
O -3.95 3.11 -0.57
H 4.09 -2.13 0.06
H 1.52 0.13 1.10
O 2.19 -2.72 -1.25
C 5.08 -0.06 1.19
H -3.10 -3.98 0.58
N 3.54 -1.31 -0.16
H 4.36 3.18 -0.60
C -2.73 0.13 1.51
C 3.87 1.10 -0.51
C -3.97 0.03 -0.54
N 5.42 2.28 0.89
C -0.34 0.57 -2.25
C 4.13 -0.09 0.17
S -2.84 2.44 0.03
H -0.87 0.69 -3.18
C -2.97 -1.22 1.72
H 3.18 1.13 -1.34
C 1.36 -0.52 -0.94
C -3.23 0.74 0.38
C -4.21 -1.32 -0.33
H 5.33 -0.97 1.73
H 0.93 -0.99 -2.98
H -4.80 -1.88 -1.04
C 0.67 -0.37 -2.14
C 5.68 1.14 1.51
C -3.71 -1.96 0.80
H -4.85 -3.75 0.51
C 1.01 0.26 0.16
*
```

=====

2 unconnected molecules or ions with the total composition C3H3ClF2. Source: the OMol25 dataset; level of theory: ωB97M-V/def2-TZVPD.

Calculated values
**Relative energy (zero: lowest compared OMol25 entry of this formula, charge and spin)**: 517.6 kJ/mol
**HOMO (spin up / spin down)**: -10.219 / -8.736 eV

```
! RIJCOSX wB97M-V def2-TZVPD def2/J DEFGRID3
* xyz 0 1
H 1.15 1.50 1.00
H 0.76 0.97 -0.72
F 2.60 0.79 -0.30
Cl -1.99 0.81 -0.77
C -1.46 -0.78 -0.16
H 0.24 -1.93 0.62
C 1.46 1.31 0.03
C -0.29 -1.01 0.31
F -2.47 -1.66 -0.02
*
```

=====

A molecular structure, C20H26N2O2SiV. Source: the OMol25 dataset; level of theory: ωB97M-V/def2-TZVPD.

Calculated values
**HOMO (spin up / spin down)**: -10.037 / -9.667 eV

```
! RIJCOSX wB97M-V def2-TZVPD def2/J DEFGRID3
* xyz 1 3
H -5.96 -0.97 -3.07
H -3.96 0.01 0.65
O 3.58 4.56 -1.32
H 1.08 3.97 2.94
H 2.78 -2.38 -2.08
H 0.98 -2.07 1.49
H 3.09 2.20 3.07
H 3.64 1.03 0.90
H 2.15 5.41 -2.60
H -3.79 -1.72 -4.01
H 4.65 2.61 -0.47
N 2.97 1.37 0.19
H -0.34 0.82 -0.14
C -2.64 -1.24 -2.24
H 1.77 -2.81 -3.42
C -5.05 -0.89 -2.48
C 0.05 0.77 2.75
V 0.84 1.35 0.88
C 2.00 -2.03 -2.77
H -0.83 -5.92 2.33
H -0.64 -0.06 2.89
C -2.64 -0.70 -0.93
H -2.88 -5.25 1.04
H 1.10 -1.64 -2.19
C 0.12 -2.76 1.44
C 1.48 0.62 2.80
H 2.45 -1.21 -3.35
H 1.13 -4.38 2.46
C -0.91 -4.91 1.94
C 0.99 2.89 2.77
C 2.81 5.70 -1.78
C -3.82 -1.32 -2.99
C 2.06 1.95 2.82
H 2.04 -0.30 2.93
H 3.54 6.41 -2.15
C 2.86 3.56 -0.76
H -1.25 2.60 2.61
H -6.03 -0.15 -0.73
C -2.12 -3.27 0.63
H -1.70 -1.62 -2.65
C -3.90 -0.34 -0.40
N 3.65 2.55 -0.34
H -2.99 -2.98 0.03
C -1.06 -2.32 0.79
C -0.23 2.18 2.63
C -2.05 -4.54 1.20
H 3.07 0.66 -0.55
H 2.24 6.14 -0.97
C 0.19 -4.05 2.00
C -5.07 -0.43 -1.17
Si -1.06 -0.59 0.05
O 1.63 3.50 -0.66
*
```

=====

A molecular structure, C54H42NOP3PtSi. Source: the OMol25 dataset; level of theory: ωB97M-V/def2-TZVPD.

Calculated values
**HOMO (spin up / spin down)**: -12.685 / -12.682 eV

```
! RIJCOSX wB97M-V def2-TZVPD def2/J DEFGRID3
* xyz 2 1
H -5.39 1.17 3.25
C 2.89 -2.06 4.49
C 2.61 -2.46 -0.95
H -4.48 -3.02 -4.92
H -3.70 -0.45 2.53
C -4.52 -1.50 -1.90
C 1.65 -1.63 4.05
H -0.50 0.76 4.58
H 0.67 6.47 -1.75
H -3.91 -3.46 0.26
C -1.66 -2.89 3.36
C -4.11 -2.62 -3.99
C -2.76 -2.74 -3.68
H -6.03 -1.92 -3.35
C -2.18 3.93 -1.23
H -5.45 2.87 -0.67
C -2.47 -2.19 1.22
H -3.92 -5.10 2.11
H 4.96 2.84 1.48
H 0.40 4.84 3.72
H 2.95 -5.53 -3.25
C 0.21 3.83 3.39
C 2.88 -4.66 -2.61
C -2.44 5.15 -1.82
C -3.62 0.29 0.52
C 1.43 -1.33 2.71
C -4.12 1.23 -0.38
H -0.15 3.06 5.36
O -0.19 -3.45 0.24
C 5.91 1.82 -0.15
H 3.05 -2.28 5.53
C 2.28 1.20 -3.86
H 3.13 -3.80 0.65
H 2.82 1.05 -4.78
H 4.56 -1.96 1.54
H 1.17 4.29 -0.79
H -1.62 7.01 -2.49
C -1.42 6.07 -2.01
H -2.08 -3.23 -4.36
C -0.13 5.76 -1.61
N 0.18 -2.56 -0.48
H 0.86 -1.50 4.77
P -2.45 -0.94 -0.09
C -2.51 -3.99 3.30
H 0.57 0.08 -4.52
C -5.03 1.20 2.24
C -0.01 2.25 1.57
C 2.48 -1.47 1.81
C 0.86 1.64 -1.51
C 3.12 -4.78 -1.25
C -0.08 2.83 4.31
H 0.39 4.34 1.33
C -0.88 3.60 -0.85
H 4.66 -0.88 -1.76
Pt -0.14 -0.54 -0.24
C -0.24 1.22 2.51
H 2.62 2.69 -0.84
H -3.79 1.20 -1.42
C -3.16 -1.61 -1.60
C -2.29 -2.21 -2.50
C -4.98 -2.01 -3.11
C 3.74 -1.89 2.25
H 4.91 -2.52 3.92
C 2.99 -3.69 -0.42
H 3.83 2.35 -2.94
C 1.01 0.66 -3.72
H -0.76 0.59 -2.51
H -1.02 -2.76 4.22
C 2.15 2.14 -1.65
C 4.72 -0.07 -1.04
C 3.93 -2.19 3.58
C -0.29 1.54 3.86
C 2.84 1.93 -2.83
H -2.98 3.23 -1.06
P 2.27 -0.98 0.07
C -4.07 0.29 1.84
C 2.51 -3.44 -3.14
H 3.41 -5.73 -0.84
C -3.30 -3.30 1.15
Si -0.25 -0.66 2.12
H -1.23 -2.27 -2.26
C 2.37 -2.34 -2.32
C 5.81 0.78 -1.06
H -6.30 2.81 1.65
C -3.30 -4.21 2.19
C -5.07 2.15 0.03
H 6.59 0.63 -1.79
H -3.44 5.39 -2.14
C 3.81 1.17 0.81
C 0.29 0.89 -2.56
C 3.72 0.11 -0.10
P -0.39 1.95 -0.19
C 0.22 3.55 2.03
H 3.01 1.32 1.54
C -5.53 2.12 1.34
C 0.15 4.53 -1.06
H 2.05 -1.39 -2.72
H 2.34 -3.34 -4.20
H -2.52 -4.70 4.12
H -5.21 -1.04 -1.21
H 6.77 2.47 -0.16
C -1.61 -1.98 2.31
C 4.90 2.02 0.78
*
```

=====

2 unconnected molecules or ions with the total composition C3H8N2O2. Source: the OMol25 dataset; level of theory: ωB97M-V/def2-TZVPD.

Calculated values
**SMILES string**: N/C=C\O.C=NO
**Relative energy (zero: lowest compared OMol25 entry of this formula, charge and spin)**: 431.6 kJ/mol
**HOMO**: -7.577 eV

```
! RIJCOSX wB97M-V def2-TZVPD def2/J DEFGRID3
* xyz 0 1
C 2.22 -0.41 -0.23
N -1.98 0.39 0.19
H 2.73 1.59 -0.42
C -2.73 -0.54 -0.28
N 1.49 -1.42 0.34
C 1.99 0.87 -0.23
O 0.81 1.42 0.11
H -2.06 -1.31 -0.64
H -1.89 2.17 0.89
H 1.79 -2.35 0.11
H 3.23 -0.75 -0.45
H -3.70 -0.54 -0.59
O -2.56 1.51 0.81
H 0.14 0.76 0.15
H 0.51 -1.39 0.23
*
```

=====

2 unconnected molecules or ions with the total composition FH3P2. Source: the OMol25 dataset; level of theory: ωB97M-V/def2-TZVPD.

Calculated values
**Relative energy (zero: lowest compared OMol25 entry of this formula, charge and spin)**: 281.0 kJ/mol
**HOMO**: -10.517 eV

```
! RIJCOSX wB97M-V def2-TZVPD def2/J DEFGRID3
* xyz 0 1
H -0.82 1.62 -0.61
P 1.47 0.42 0.39
F 0.12 -0.10 2.43
H 1.64 -1.10 0.23
H -0.96 -0.12 0.32
P -0.19 0.32 -0.80
*
```

=====

Number 1: F_max 0.020 Eh/bohr. Number 2: F_max 0.065 Eh/bohr. Number 3: F_max 0.053 Eh/bohr. Number 4: F_max 0.080 Eh/bohr. Number 5: F_max 0.089 Eh/bohr. Number 6: F_max 0.081 Eh/bohr.